Entry 1:
133
Properties=species:S:1:pos:R:3:mulliken_charge:R:1 method="wB97M-V/def2-TZVPD" e_above_lowest_kcal_mol=59.33 orbital_gap_ha=0.405 e_tot_ev=-174475.671 mol_weight_g_mol=1153.3 smiles="CCOC(=O)C(F)(F)F.CCOC(=O)C(F)(F)F.CCOS(C)(=O)=O.CCOS(C)(=O)=O.CCOS(C)(=O)=O.CCOS(C)(=O)=O.CCOS(C)(=O)=O.CCOS(C)(=O)=O.CCOS(C)(=O)=O"
C 3.93084 1.08186 4.97993 -0.72
C 5.18048 0.08508 4.91399 -0.32
O 6.32931 0.56165 5.62302 -0.33
C 6.43433 0.52117 6.98928 0.34
O 5.69533 -0.05726 7.76389 -0.53
C 7.44289 1.47544 7.66329 0.89
F 6.67314 2.51239 7.95868 -0.24
F 7.97791 0.98116 8.75278 -0.22
F 8.35772 1.87331 6.77094 -0.24
H 3.04450 0.76176 4.43219 -0.05
H 4.24169 2.06550 4.62789 0.29
H 3.61805 1.08941 6.02406 0.50
H 5.44242 -0.18735 3.89161 0.31
H 4.79042 -0.83327 5.35284 0.32
C -1.67250 -1.11197 0.04287 0.04
C -0.24619 -1.12181 0.45408 0.58
O -0.10134 -0.68975 1.77916 -0.25
C -0.20111 0.69366 1.97331 0.21
O -0.47168 1.55890 1.10857 -0.34
C -0.09243 1.01934 3.49921 0.74
F 0.96667 1.85288 3.71730 -0.21
F -1.17484 1.64856 3.99495 -0.27
F 0.12268 -0.03135 4.23003 -0.26
H -2.08568 -0.10973 0.15644 0.26
H -2.32124 -1.83976 0.53027 -0.57
H -1.74913 -1.38370 -1.00993 0.27
H 0.38235 -0.46926 -0.15191 -0.31
H 0.14444 -2.13673 0.38027 0.13
C -2.97649 5.46987 2.40725 -1.44
C -1.64415 4.79615 2.01206 0.69
O -0.69536 5.92469 1.87751 -0.44
S 0.75276 5.53674 1.09317 0.95
C 0.05458 4.99026 -0.57073 -0.84
O 1.51966 6.74550 0.85738 -0.63
O 1.35188 4.45911 1.83651 -0.48
H -2.79996 6.47351 2.79410 0.34
H -3.52256 4.90583 3.16340 0.36
H -3.64887 5.55132 1.55321 0.29
H -1.34642 4.23077 2.89512 0.04
H -1.87999 4.17007 1.15153 0.09
H 0.05633 3.90040 -0.58795 0.08
H 0.63208 5.57034 -1.29053 0.56
H -0.95413 5.39909 -0.62949 0.44
C 6.51326 1.92290 0.24626 -1.24
C 5.79756 0.69579 -0.24632 0.39
O 5.09919 0.06401 0.84942 -0.33
S 3.47154 0.10180 0.88475 0.85
C 3.23709 1.86388 1.19570 0.44
O 3.00844 -0.27506 -0.41874 -0.28
O 2.99513 -0.64674 2.05054 -0.59
H 7.07298 1.71838 1.15894 0.31
H 5.86655 2.76758 0.48370 0.21
H 7.11937 2.41360 -0.51529 0.41
H 5.16542 0.84929 -1.12093 -0.21
H 6.54400 -0.04363 -0.53647 0.40
H 3.51378 2.31334 0.24201 -0.51
H 3.78872 2.16771 2.08537 0.42
H 2.23687 2.14806 1.52265 -0.29
C -4.76893 -1.54211 -1.61511 -0.43
C -5.67149 -2.43982 -0.79988 0.08
O -6.59130 -3.06537 -1.65765 -0.38
S -7.26862 -4.57293 -1.24340 1.10
C -8.37265 -4.13077 0.19418 -0.85
O -8.18624 -4.96625 -2.29484 -0.58
O -6.19518 -5.47693 -0.73934 -0.56
H -5.44305 -0.96126 -2.24461 0.31
H -3.96188 -2.10269 -2.08683 0.20
H -4.29854 -0.85194 -0.91475 -0.02
H -5.07517 -3.11884 -0.19042 -0.03
H -6.20378 -1.88177 -0.02960 0.27
H -9.05239 -3.32271 -0.07616 0.33
H -7.75973 -3.88499 1.06137 0.23
H -8.99763 -5.00310 0.38535 0.38
C 2.57246 -3.74642 -1.91892 -0.89
C 2.24372 -3.90444 -3.31703 -0.22
O 1.42614 -2.84023 -3.78751 -0.20
S -0.23701 -3.13513 -4.03341 0.96
C -0.09837 -4.41167 -5.43438 -1.14
O -0.80309 -3.84908 -2.86740 -0.47
O -0.81091 -1.88211 -4.51539 -0.48
H 3.24269 -4.52291 -1.55022 0.42
H 1.73408 -3.65101 -1.22890 0.10
H 3.04862 -2.77807 -1.76506 0.09
H 3.18811 -4.03059 -3.84648 0.32
H 1.81155 -4.90324 -3.37799 0.27
H 0.18313 -5.36461 -4.98631 0.39
H 0.58044 -4.02579 -6.19491 0.34
H -1.11308 -4.52449 -5.81615 0.43
C -1.53652 1.18803 -5.77956 -0.64
C -2.77781 1.96765 -5.30397 -0.29
O -2.51345 2.76483 -4.13368 -0.32
S -2.78148 2.18120 -2.63351 0.76
C -4.60512 2.20716 -2.59194 -1.15
O -2.30243 0.80096 -2.51320 -0.16
O -2.34651 3.14729 -1.61789 -0.55
H -1.26924 0.45376 -5.01961 -0.09
H -0.64225 1.78830 -5.94707 0.30
H -1.67653 0.71187 -6.75001 0.44
H -3.02234 2.75378 -6.01833 0.37
H -3.67518 1.35322 -5.23106 0.24
H -5.11457 1.54871 -3.29551 0.33
H -5.02795 3.20767 -2.68304 0.38
H -4.81011 1.79203 -1.60516 0.38
C 3.96113 4.43021 -1.60158 -1.14
C 3.25668 3.53113 -2.62602 -0.32
O 3.62531 2.14262 -2.61208 -0.17
S 3.06197 1.21968 -3.90871 1.18
C 1.37388 0.65110 -3.23632 0.15
O 2.80174 2.03113 -5.13032 -0.64
O 3.88531 -0.00381 -3.98247 -0.60
H 5.04473 4.31549 -1.57437 0.35
H 3.45255 4.50010 -0.64004 0.10
H 3.96742 5.48024 -1.89400 0.45
H 2.19853 3.54824 -2.36501 0.15
H 3.29515 3.92587 -3.64130 0.60
H 1.45367 0.49321 -2.16078 -0.30
H 0.96774 -0.30902 -3.55462 -0.08
H 0.61763 1.43513 -3.27486 0.28
C -1.97503 -5.68857 0.69146 -1.36
C -2.82765 -5.20731 1.84634 -0.24
O -2.49159 -3.88993 2.14473 -0.12
S -3.63702 -2.95938 2.91090 0.92
C -3.56823 -3.68955 4.57893 -1.07
O -3.20313 -1.54777 2.99137 -0.45
O -4.96783 -3.19617 2.34915 -0.55
H -2.25217 -6.59371 0.15108 0.41
H -0.92765 -5.75570 0.98571 0.36
H -1.89665 -5.06967 -0.20237 0.22
H -3.89435 -5.34995 1.67340 0.46
H -2.66610 -5.84182 2.71777 0.32
H -4.28094 -3.11437 5.16996 0.40
H -2.50813 -3.72657 4.82978 0.34
H -3.87584 -4.73118 4.48676 0.36



Entry 2:
119
Properties=species:S:1:pos:R:3:lowdin_spin:R:1 method="wB97M-V/def2-TZVPD" s2=2.032 e_above_lowest_kcal_mol=0.00 orbital_gap_ha="0.210 / 0.217" spin_multiplicity=3 e_tot_ev=-180962.714 mol_weight_g_mol=1226.6
W -0.12955 0.38491 0.01154 1.64
O -0.73488 2.03992 -1.88210 0.02
C 0.09975 2.14246 -3.00862 0.00
C 1.24927 1.19309 -2.89508 0.01
C 2.01761 0.93988 -4.03127 0.00
C 3.14614 0.14894 -3.92341 0.01
C 3.48892 -0.36207 -2.67479 0.00
C 2.65335 -0.10712 -1.60482 0.01
N 1.52885 0.64726 -1.70075 0.01
H -0.85621 2.92340 -1.46345 0.00
H 0.53209 3.14394 -3.09190 0.00
H -0.45888 1.93637 -3.93217 0.00
H 1.71699 1.38023 -4.97209 0.00
H 3.75074 -0.06537 -4.79402 0.00
H 4.36676 -0.97214 -2.52297 0.00
H 2.85640 -0.51492 -0.62853 0.00
Te -1.12776 -0.99573 1.98415 0.05
Br -6.73076 2.47030 -0.62827 0.00
C -4.93965 1.88072 -0.40945 0.00
C -4.03230 2.66732 0.27385 0.00
C -2.71845 2.24106 0.42021 0.01
C -2.25582 1.01840 -0.09461 0.01
C -3.23032 0.25100 -0.74905 0.02
C -4.54424 0.66047 -0.92464 0.00
H -4.34426 3.61455 0.69388 0.00
H -2.04239 2.89093 0.95909 0.00
H -2.99097 -0.73670 -1.12547 0.00
H -5.25216 0.02903 -1.44395 0.00
O 0.37416 -1.59799 -0.83576 0.04
S -0.93037 -2.17912 -1.38502 0.04
C -0.45511 -3.83616 -1.92419 0.01
C 0.92444 -3.90120 -2.52112 0.00
C 2.03936 -3.98193 -1.69330 0.00
C 3.30956 -4.04614 -2.24120 0.00
C 3.47703 -4.01823 -3.61986 0.00
C 2.36986 -3.93136 -4.44960 0.00
C 1.09663 -3.87649 -3.89971 0.00
C -1.07136 -1.32837 -2.97398 0.02
C -2.11162 -1.89893 -3.89964 0.00
C -3.32990 -2.39396 -3.44782 0.00
C -4.26524 -2.87838 -4.34901 0.00
C -4.00004 -2.86630 -5.70965 0.00
C -2.79024 -2.36864 -6.16845 0.00
C -1.85221 -1.89122 -5.26696 0.00
H -1.22234 -4.17731 -2.61759 0.00
H -0.51982 -4.43910 -1.01728 0.00
H 1.90666 -4.00247 -0.61951 0.00
H 4.17059 -4.12380 -1.59019 0.00
H 4.47034 -4.07471 -4.04487 0.00
H 2.49367 -3.92443 -5.52397 0.00
H 0.22793 -3.83350 -4.54685 0.00
H -0.07359 -1.33865 -3.42006 0.00
H -1.33171 -0.29636 -2.70391 0.01
H -3.56447 -2.40136 -2.39086 0.00
H -5.20896 -3.25831 -3.98494 0.00
H -4.73416 -3.23956 -6.40952 0.00
H -2.57377 -2.35419 -7.22741 0.00
H -0.90504 -1.50744 -5.62482 0.00
C 1.49974 7.31809 2.46578 0.00
C 1.05872 5.86381 2.36016 0.00
C -0.41562 5.72379 2.71426 0.00
C 1.92810 4.98364 3.24590 0.00
O 1.26511 5.49736 0.99198 0.00
Si 0.79293 4.27723 0.02026 0.01
S 0.47599 2.54692 1.09634 0.05
O -0.62445 4.65398 -0.76361 0.00
C -1.11427 5.82920 -1.44429 0.00
C -1.04670 5.57693 -2.94343 0.00
C -2.56002 5.98143 -0.99093 0.00
C -0.29654 7.05910 -1.08857 0.00
O 1.89325 4.17215 -1.20497 0.00
C 3.31869 4.30463 -1.17898 0.00
C 3.71010 5.76984 -1.05460 0.00
C 3.79875 3.74365 -2.51129 0.00
C 3.88454 3.48511 -0.02169 0.00
H 1.38921 7.68025 3.48702 0.00
H 0.89945 7.94880 1.81282 0.00
H 2.54505 7.41766 2.17678 0.00
H -0.59666 6.10522 3.71949 0.00
H -0.73268 4.68212 2.67241 0.00
H -1.02557 6.29914 2.01823 0.00
H 1.78550 5.24889 4.29415 0.00
H 2.98089 5.12266 2.99834 0.00
H 1.67157 3.93454 3.11099 0.00
H -1.62726 4.69398 -3.20983 0.00
H -0.01196 5.43778 -3.25552 0.00
H -1.45518 6.42725 -3.48929 0.00
H -3.10882 5.06031 -1.17976 0.00
H -3.04925 6.79790 -1.52338 0.00
H -2.60277 6.18962 0.07696 0.00
H 0.74016 6.95199 -1.40691 0.00
H -0.30524 7.24108 -0.01845 0.00
H -0.72417 7.92803 -1.59101 0.00
H 3.39149 6.32838 -1.93583 0.00
H 4.79396 5.85322 -0.97438 0.00
H 3.25707 6.22171 -0.17608 0.00
H 3.29352 4.25211 -3.33293 0.00
H 3.58498 2.67606 -2.57336 0.00
H 4.87345 3.88624 -2.62878 0.00
H 3.54307 3.87497 0.93634 0.00
H 4.97506 3.51237 -0.03241 0.00
H 3.55179 2.44827 -0.09473 0.00
C 3.84217 -1.48661 1.87150 0.00
S 2.06522 -1.28366 2.04808 0.00
O 1.86834 -0.10642 1.09088 0.02
C 2.08070 -0.61377 3.69063 0.00
C 2.03006 -1.50714 4.74823 0.00
C 2.06366 -1.00921 6.04031 0.00
C 2.14013 0.36086 6.25420 0.00
C 2.18592 1.23578 5.17951 0.00
C 2.15922 0.75412 3.87924 0.00
H 4.32076 -0.51379 1.96452 0.00
H 4.02763 -1.91442 0.88858 0.00
H 4.19482 -2.16813 2.64242 0.00
H 1.93429 -2.56938 4.57178 0.00
H 2.01401 -1.68791 6.87954 0.00
H 2.15142 0.74562 7.26409 0.00
H 2.23025 2.30237 5.35000 0.00
H 2.16348 1.41512 3.02237 0.00